This record from OMol25 describes a structure of composition C58H53AsGeIN4Tc in a non-equilibrium geometry. The level of theory is ωB97M-V with the def2-TZVPD basis set.

Geometry (Å):
Tc1 1.3696 0.8037 -0.2064
C1 0.7302 1.7471 4.0413
C2 1.9260 2.3575 4.3819
C3 2.9246 2.4522 3.4247
C4 2.7081 1.9204 2.1675
N1 1.5520 1.2857 1.8480
C5 0.5813 1.2347 2.7698
C6 3.6527 2.0859 1.0544
C7 4.9838 2.4478 1.1426
C8 5.7251 2.5464 -0.0301
C9 5.1359 2.2830 -1.2553
C10 3.7870 1.9662 -1.2809
N2 3.0887 1.8638 -0.1436
C11 2.9619 1.7619 -2.4822
C12 3.2885 2.3217 -3.7028
C13 2.3931 2.2280 -4.7547
C14 1.1898 1.5716 -4.5460
C15 0.9264 1.0363 -3.3037
N3 1.7851 1.1119 -2.2771
H1 -0.0832 1.6711 4.7466
H2 2.0743 2.7752 5.3679
H3 3.8513 2.9606 3.6463
H4 -0.3369 0.7524 2.4606
H5 5.4409 2.6448 2.1006
H6 6.7620 2.8483 0.0154
H7 5.7035 2.3415 -2.1714
H8 4.2062 2.8800 -3.8106
H9 2.6159 2.6937 -5.7044
H10 0.4504 1.4909 -5.3297
H11 -0.0156 0.5534 -3.0971
I1 2.7738 5.0866 -1.1895
C16 2.4355 -6.6841 3.6625
C17 1.6544 -5.6112 2.9669
C18 0.8672 -5.8808 1.8633
C19 0.1596 -4.8996 1.1690
C20 -0.6638 -5.4126 0.0138
C21 0.2423 -3.5669 1.6001
As1 -0.6220 -1.9368 0.8222
N4 0.8588 -1.1086 -0.0246
C22 1.9731 -1.8992 -0.3267
C23 3.2736 -1.4465 -0.0453
C24 4.3767 -2.1466 -0.4965
C25 4.2112 -3.3282 -1.2059
C26 2.9322 -3.8306 -1.4226
C27 1.8277 -3.1279 -0.9891
C28 -1.9151 -2.6300 -0.5113
C29 -1.8198 -2.6196 -1.9045
C30 -0.8733 -1.7380 -2.6714
C31 -2.6598 -3.4609 -2.6320
C32 -3.6275 -4.2413 -2.0198
C33 -4.4579 -5.2235 -2.7903
C34 -3.8194 -4.0871 -0.6474
C35 -2.9912 -3.2862 0.1163
C36 -3.2326 -3.1472 1.5971
C37 0.9859 -3.2914 2.7736
C38 1.0210 -1.9174 3.3925
C39 1.6858 -4.2941 3.4176
H12 2.2860 -7.6512 3.1879
H13 2.1397 -6.7605 4.7093
H14 3.5005 -6.4485 3.6434
H15 0.7824 -6.9040 1.5149
H16 -0.0997 -6.1747 -0.5235
H17 -0.9683 -4.6443 -0.6869
H18 -1.5680 -5.8884 0.3988
H19 3.4282 -0.5890 0.6040
H20 5.3735 -1.7855 -0.2804
H21 5.0739 -3.8764 -1.5583
H22 2.8016 -4.7733 -1.9365
H23 0.8319 -3.5003 -1.1840
H24 -0.4029 -1.0235 -2.0051
H25 -1.4371 -1.1984 -3.4343
H26 -0.1023 -2.3130 -3.1879
H27 -2.5408 -3.4979 -3.7092
H28 -4.2108 -5.2172 -3.8495
H29 -5.5197 -5.0056 -2.6734
H30 -4.2867 -6.2285 -2.4018
H31 -4.6267 -4.6242 -0.1630
H32 -4.1334 -3.6804 1.8900
H33 -3.3483 -2.0937 1.8619
H34 -2.3932 -3.5524 2.1723
H35 0.0157 -1.6116 3.6911
H36 1.4102 -1.1856 2.6871
H37 1.6557 -1.9099 4.2768
H38 2.2546 -4.0485 4.3069
C40 -0.3230 1.4424 -0.2547
Ge1 -1.7460 2.8114 -0.1281
C41 -3.6174 2.2543 -0.1715
C42 -4.5531 3.1482 0.3434
C43 -5.9069 2.9296 0.1410
C44 -6.3294 1.8276 -0.5893
C45 -5.4002 0.9291 -1.0934
C46 -4.0455 1.1411 -0.8890
C47 -1.1952 3.7601 1.5050
C48 -0.0648 4.5744 1.4329
C49 0.2510 5.4230 2.4813
C50 -0.5516 5.4497 3.6165
C51 -1.6520 4.6074 3.7118
C52 -1.9734 3.7593 2.6609
C53 -1.4147 3.9946 -1.6574
C54 -1.2327 3.4784 -2.9351
C55 -1.0635 4.3291 -4.0146
C56 -1.1042 5.7028 -3.8254
C57 -1.3155 6.2213 -2.5574
C58 -1.4684 5.3709 -1.4739
H39 -4.2239 4.0232 0.8925
H40 -6.6277 3.6275 0.5450
H41 -7.3848 1.6766 -0.7707
H42 -5.7351 0.0677 -1.6561
H43 -3.3204 0.4411 -1.2906
H44 0.5511 4.5656 0.5348
H45 1.1121 6.0753 2.4051
H46 -0.3286 6.1360 4.4235
H47 -2.2761 4.6248 4.5961
H48 -2.8429 3.1153 2.7330
H49 -1.2348 2.4049 -3.0844
H50 -0.9088 3.9231 -5.0069
H51 -0.9779 6.3672 -4.6690
H52 -1.3526 7.2917 -2.4097
H53 -1.6342 5.7840 -0.4861

LUMO level = -7.95 eV
charge = +2
electronic energy = -194605.8272 eV
largest force on an atom = 0.13543 hartree/bohr
energy above the lowest of the compared OMol25 structures with the same formula, charge and spin = 139.12 kJ/mol
HOMO-LUMO gap = 3.244 eV
HOMO energy = -11.19 eV